The following is a quantum chemistry calculation of a 2-piece molecular cluster, C3H5NO2 overall in a non-equilibrium geometry, from the OMol25 dataset.

Output
SMILES   COC=O.C#N
Gap between HOMO and LUMO   12.1078 eV
Energy above the lowest of the compared OMol25 structures with the same formula, charge and spin   1.671 eV
E_LUMO   0.6459 eV

Structure (XYZ):
```
11
Properties=species:S:1:pos:R:3:forces:R:3:nbo_charge:R:1
C -0.52711 -1.02638 -1.25434 -0.085 -0.161 -0.172 -0.26
O 0.01480 -0.12411 -0.29295 0.105 0.086 0.114 -0.50
C 1.29809 -0.23679 0.04310 0.252 0.172 0.256 0.66
O 1.79635 0.45057 0.89607 -0.245 -0.297 -0.397 -0.58
H -1.11423 -0.43681 -1.95956 0.085 -0.103 0.085 0.21
H -1.17357 -1.74126 -0.74001 0.088 0.090 -0.093 0.20
H 0.26601 -1.55998 -1.78997 -0.112 0.078 0.076 0.18
H 1.85396 -1.00169 -0.52871 -0.062 0.075 0.063 0.11
C -0.81556 1.88283 1.90511 -0.938 0.308 0.198 0.07
N -1.89605 2.22729 2.12093 1.068 -0.326 -0.198 -0.34
H 0.18395 1.53956 1.68215 -0.154 0.079 0.067 0.25
```
Positions in Å, forces in eV/Å.

***

The following is a quantum chemistry calculation of C3H5NO2 as an isolated structure in a non-equilibrium geometry, from the OMol25 dataset.

Output
Gap between HOMO and LUMO   10.3855 eV
Energy above the lowest of the compared OMol25 structures with the same formula, charge and spin   5.489 eV
E_LUMO   0.5659 eV

Structure (XYZ):
```
11
Properties=species:S:1:pos:R:3:forces:R:3:nbo_charge:R:1
O -1.11527 -0.32099 1.54743 0.576 -0.564 0.024 -0.69
C -0.35965 -0.37182 0.38361 0.438 -0.730 -0.621 0.01
C -0.95215 -0.19351 -0.97870 -0.224 0.014 -0.146 -0.12
O 0.34849 0.06328 -1.51036 0.682 1.089 0.547 -0.63
C 0.82232 0.43387 0.16574 0.267 0.159 -1.289 0.57
N 1.71405 1.03187 0.76770 -0.628 -1.071 -0.589 -0.68
H -0.94419 0.49855 2.04849 0.204 -0.524 -0.435 0.49
H 0.43704 -1.26563 -0.34898 -1.433 0.679 3.405 0.28
H -1.42040 -1.13173 -1.29406 0.118 0.268 -0.487 0.18
H -1.67954 0.61695 -1.08528 0.344 0.220 -0.022 0.18
H 2.68014 1.08221 0.46351 -0.343 0.461 -0.388 0.41
```
Positions in Å, forces in eV/Å.

***

The following is a quantum chemistry calculation of C3H5NO2 in the gas phase in a non-equilibrium geometry, from the OMol25 dataset.

Output
SMILES   O=C1NC[C@@H]1O
Gap between HOMO and LUMO   10.6495 eV
Energy above the lowest of the compared OMol25 structures with the same formula, charge and spin   2.664 eV
E_LUMO   0.7072 eV

Structure (XYZ):
```
11
Properties=species:S:1:pos:R:3:forces:R:3:nbo_charge:R:1
O 1.89765 -1.22185 0.22452 0.808 1.500 0.438 -0.62
C 0.83744 -0.62988 0.33999 0.950 -0.152 0.148 0.62
N -0.29736 -1.31413 0.15991 0.734 -0.364 0.343 -0.66
C -1.10303 -0.05288 -0.09727 -0.018 -0.107 -0.179 -0.22
C 0.15513 0.75473 0.39230 0.024 -0.085 0.231 0.02
O 0.66148 1.79589 -0.37470 -0.069 -0.072 -0.255 -0.67
H 0.29172 -2.14505 -0.17946 -2.985 -0.156 -0.639 0.45
H -2.00666 0.04423 0.52109 0.370 -0.321 -0.160 0.21
H -1.35919 0.16550 -1.13868 0.187 -0.198 0.076 0.20
H 0.04950 1.13580 1.41085 -0.048 -0.117 -0.126 0.21
H 0.87332 1.46764 -1.25856 0.046 0.072 0.124 0.47
```
Positions in Å, forces in eV/Å.

***

The following is a quantum chemistry calculation of C3H5NO2 in the gas phase, from the OMol25 dataset.

Output
SMILES   C=C1NOCO1
Gap between HOMO and LUMO   10.4809 eV
Energy above the lowest of the compared OMol25 structures with the same formula, charge and spin   3.787 eV
E_LUMO   0.9852 eV

Structure (XYZ):
```
11
Properties=species:S:1:pos:R:3:forces:R:3:nbo_charge:R:1
C -1.02748 -0.30098 1.38691 0.034 0.147 0.035 -0.44
C -0.18022 0.32637 0.59032 -0.401 -0.271 0.142 0.36
N -0.49461 1.21029 -0.48973 0.086 0.013 0.077 -0.34
O 0.28745 0.60484 -1.56314 0.049 0.022 -0.127 -0.40
C 0.92211 -0.50851 -0.95097 0.244 -0.278 -0.223 0.19
O 1.10639 -0.13603 0.39112 -0.029 -0.139 0.054 -0.51
H -2.08129 -0.06376 1.38637 0.103 0.142 0.108 0.22
H -0.64647 -1.11593 1.99134 -0.104 0.214 0.119 0.22
H 0.00322 2.09147 -0.34842 -0.132 -0.097 0.080 0.36
H 0.24180 -1.37324 -0.95816 0.160 0.015 -0.226 0.14
H 1.86910 -0.73451 -1.43565 -0.009 0.232 -0.038 0.19
```
Positions in Å, forces in eV/Å.

***

The following is a quantum chemistry calculation of a 2-piece molecular cluster, C3H5NO2 overall in a non-equilibrium geometry, from the OMol25 dataset.

Output
SMILES   COC=O.C#N
Gap between HOMO and LUMO   12.1092 eV
Energy above the lowest of the compared OMol25 structures with the same formula, charge and spin   1.679 eV
E_LUMO   0.6771 eV

Structure (XYZ):
```
11
Properties=species:S:1:pos:R:3:forces:R:3:nbo_charge:R:1
C 0.06029 1.63704 -0.25489 0.025 0.274 0.016 -0.26
O -0.01291 0.21763 -0.36271 -0.061 -0.191 -0.027 -0.50
C -1.21323 -0.34895 -0.46862 -0.141 -0.358 -0.008 0.66
O -1.35855 -1.54315 -0.43859 0.081 0.535 -0.027 -0.57
H 0.99567 1.93631 -0.72703 -0.142 -0.005 0.061 0.21
H 0.07244 1.92150 0.80029 0.000 -0.018 -0.143 0.20
H -0.78074 2.12077 -0.76363 0.112 -0.084 0.064 0.18
H -2.04522 0.36711 -0.59372 0.074 -0.072 0.021 0.11
C 1.40806 -2.11787 0.92271 0.839 0.094 0.511 0.07
N 2.39334 -1.98489 1.50892 -0.942 -0.151 -0.560 -0.34
H 0.48086 -2.20550 0.37727 0.155 -0.025 0.092 0.25
```
Positions in Å, forces in eV/Å.

***

The following is a quantum chemistry calculation of C3H5NO2 in the gas phase in a non-equilibrium geometry, from the OMol25 dataset.

Output
SMILES   COC(N)=C=O
Gap between HOMO and LUMO   7.4776 eV
Energy above the lowest of the compared OMol25 structures with the same formula, charge and spin   4.236 eV
E_LUMO   0.6894 eV

Structure (XYZ):
```
11
Properties=species:S:1:pos:R:3:forces:R:3:nbo_charge:R:1
C 1.27159 -1.06854 0.77784 -0.541 -0.162 0.543 -0.26
O -0.25310 -0.54011 0.89687 0.702 -0.032 -0.377 -0.48
C -0.60473 0.26742 -0.03325 0.357 -0.054 -0.166 0.56
N -1.76917 0.84219 -0.21124 0.433 -0.223 0.112 -0.74
C 0.60695 0.51484 -1.08615 -0.060 0.738 -1.016 0.09
O 0.26456 1.30511 -1.94591 -0.248 -0.024 0.175 -0.63
H 2.03905 -0.29145 0.86367 -0.738 -0.057 0.041 0.22
H 1.21192 -1.68501 1.66500 0.136 -0.121 0.122 0.18
H 1.48850 -1.65580 -0.12042 -0.583 0.328 0.311 0.23
H -1.76139 1.44510 -1.04602 0.132 -0.187 0.197 0.42
H -2.62587 0.78505 0.32989 0.408 -0.205 0.059 0.41
```
Positions in Å, forces in eV/Å.

***

The following is a quantum chemistry calculation of a 3-piece molecular cluster, C3H5NO2 overall in a non-equilibrium geometry, from the OMol25 dataset.

Output
Gap between HOMO and LUMO (spin up / spin down)   9.0977 / 9.0992 eV
Energy above the lowest of the compared OMol25 structures with the same formula, charge and spin   5.238 eV
E_LUMO (spin up / spin down)   -0.6534 / -0.6527 eV

Structure (XYZ):
```
11
Properties=species:S:1:pos:R:3:forces:R:3:nbo_charge:R:1
C 0.08391 1.32726 -0.65706 0.006 0.262 -0.157 -0.34
C 1.28015 -0.41998 -0.06084 1.154 -0.145 0.133 0.61
O 2.39312 -0.64411 0.07386 -1.228 0.211 -0.146 -0.49
N -0.29165 -1.82610 0.47681 -0.223 0.230 -0.027 -0.69
C -0.96318 -0.78789 0.92206 0.085 -0.069 0.015 0.43
O -1.37745 0.16658 0.18946 0.096 -0.212 0.101 -0.62
H -0.03028 0.99122 -1.68109 0.016 -0.004 0.176 0.21
H 1.06676 1.73544 -0.43351 -0.105 -0.105 0.004 0.19
H -0.70612 1.97657 -0.30369 0.125 -0.125 -0.030 0.22
H -0.41468 -1.83342 -0.54025 0.064 -0.048 0.060 0.34
H -1.04059 -0.68558 2.01425 0.010 0.005 -0.130 0.13
```
Positions in Å, forces in eV/Å.

***

The following is a quantum chemistry calculation of C3H5NO2 in the gas phase, from the OMol25 dataset.

Output
SMILES   [H]/N=C/OC(C)=O
Gap between HOMO and LUMO   11.4013 eV
Energy above the lowest of the compared OMol25 structures with the same formula, charge and spin   0.747 eV
E_LUMO   0.8328 eV

Structure (XYZ):
```
11
Properties=species:S:1:pos:R:3:forces:R:3:nbo_charge:R:1
H 0.52828 1.32227 3.24636 0.127 -0.064 -0.022 0.35
N 1.03434 1.04762 2.40545 -0.383 -0.051 -0.293 -0.63
C 0.19562 0.71287 1.53191 0.183 0.122 0.223 0.37
O 0.65762 0.29952 0.29851 -0.146 0.056 -0.013 -0.51
C -0.31707 0.05187 -0.63105 -0.410 -0.338 -0.039 0.80
C 0.19039 -0.69781 -1.82863 0.035 0.051 -0.048 -0.72
O -1.48345 0.28338 -0.44448 0.431 0.162 -0.148 -0.58
H -0.89289 0.68673 1.59541 0.189 0.068 0.108 0.18
H 1.25961 -0.62072 -2.03021 -0.160 0.194 0.213 0.24
H -0.03076 -1.73485 -1.57775 0.042 -0.186 -0.173 0.25
H -0.39801 -0.43034 -2.70874 0.092 -0.015 0.192 0.24
```
Positions in Å, forces in eV/Å.

***

The following is a quantum chemistry calculation of a 2-piece molecular cluster, C3H5NO2 overall, from the OMol25 dataset.

Output
SMILES   O=C/N=C1/CO1.[H][H]
Gap between HOMO and LUMO   10.6456 eV
Energy above the lowest of the compared OMol25 structures with the same formula, charge and spin   3.665 eV
E_LUMO   0.4636 eV

Structure (XYZ):
```
11
Properties=species:S:1:pos:R:3:forces:R:3:nbo_charge:R:1
O -1.81309 -2.52940 -0.76793 0.280 0.321 0.304 -0.50
C -1.19397 -1.82238 -0.02138 -0.221 -0.265 -0.165 0.52
N -0.45704 -0.69938 -0.47209 0.055 0.155 0.241 -0.54
C -0.03192 0.06226 0.43635 -0.048 -0.098 -0.179 0.58
C 0.68045 1.20951 0.90948 0.139 0.178 -0.143 -0.15
O -0.04191 0.21778 1.75915 -0.102 -0.156 0.060 -0.44
H -1.14943 -2.01350 1.06909 -0.027 -0.019 -0.105 0.10
H 1.76138 1.16896 1.01017 -0.145 0.021 0.001 0.21
H 0.21461 2.19082 0.88701 0.065 -0.144 -0.007 0.21
H 1.23873 1.38467 -2.51561 -0.034 -0.038 0.019 -0.02
H 0.79218 0.83065 -2.29424 0.039 0.045 -0.025 0.02
```
Positions in Å, forces in eV/Å.

***

The following is a quantum chemistry calculation of C3H5NO2 as an isolated structure, from the OMol25 dataset.

Output
Gap between HOMO and LUMO   10.6095 eV
Energy above the lowest of the compared OMol25 structures with the same formula, charge and spin   1.774 eV
E_LUMO   0.8220 eV

Structure (XYZ):
```
11
Properties=species:S:1:pos:R:3:forces:R:3:nbo_charge:R:1
C -1.50154 -0.44871 0.90934 0.024 -0.033 0.001 -0.71
C -0.67515 0.41854 0.06101 -0.088 0.732 -0.391 0.57
N -0.51389 1.41128 -0.57154 -0.242 -0.731 0.514 -0.56
O 0.88024 -0.70612 0.01178 0.231 0.143 -0.177 -0.65
C 1.80826 -0.19806 -0.67763 -0.022 0.021 0.004 0.68
O 1.77353 0.91295 -1.27668 -0.101 -0.192 0.122 -0.66
H -1.00730 -0.60162 1.87059 -0.066 0.033 -0.129 0.26
H -1.62747 -1.41870 0.42539 0.016 0.121 0.056 0.26
H -2.47160 0.03334 1.05030 0.133 -0.054 -0.013 0.25
H 0.59460 1.37862 -1.03709 0.190 -0.071 -0.007 0.45
H 2.74032 -0.78152 -0.76547 -0.074 0.031 0.019 0.11
```
Positions in Å, forces in eV/Å.